{
  "formula": "C2HNOS2",
  "method": "ωB97M-V/def2-TZVPD",
  "homo_lumo_gap_ha": [0.237, 0.256],
  "relative_energy_ev": 0.458,
  "lumo_energy_ev": [-0.49, -2.58],
  "energy_ha": -1002.991593,
  "multiplicity": 3,
  "species": ["C", "C", "N", "O", "S", "S", "H"],
  "coordinates": [[-3.82228, 0.36631, -0.08608], [-1.31119, 0.36480, 0.20577], [-3.63212, -0.80637, -0.29099], [-3.61371, 1.46606, 0.21664], [-1.81943, -1.09322, 0.02497], [0.13779, 1.07141, -0.00729], [0.86477, -0.04819, 0.04277]],
  "atomic_forces_ev_per_a": [[1.571, 0.469, 0.576], [0.478, 2.042, 1.389], [0.103, -1.946, -0.656], [-1.407, 1.556, -0.085], [-2.927, -3.793, -0.573], [1.995, 1.916, -0.550], [0.188, -0.244, -0.101]]
}